C25H27Cl2FeN2STe as an isolated structure, computed with ωB97M-V/def2-TZVPD.

Structure (XYZ):
```
59
Properties=species:S:1:pos:R:3:forces:R:3
Fe 0.4238 1.3282 0.5700 0.17 -0.40 0.20
S 3.1775 2.2232 4.0127 -0.04 0.02 0.04
C 1.6652 2.8635 4.4964 0.05 -0.02 -0.01
C 0.7230 2.7347 3.5195 0.04 0.07 0.00
C 1.2000 2.1145 2.3240 -0.06 0.01 -0.04
C 2.5253 1.7777 2.4783 -0.02 -0.09 -0.06
C 3.2873 1.0837 1.4368 -0.04 0.09 0.10
C 4.6597 0.8632 1.4589 0.10 -0.03 -0.04
C 5.2558 0.2472 0.3716 -0.03 0.03 0.04
C 4.4805 -0.1203 -0.7191 -0.04 0.01 0.01
C 3.1195 0.1293 -0.6678 0.03 -0.04 -0.05
N 2.5425 0.6901 0.3916 -0.07 -0.01 0.07
H 1.5531 3.3028 5.4757 0.01 -0.01 -0.01
H -0.2920 3.0869 3.6518 0.00 0.00 0.00
H 5.2486 1.1866 2.3070 -0.01 0.00 0.00
H 6.3239 0.0715 0.3681 0.00 0.00 0.00
H 4.9147 -0.5806 -1.5948 0.00 0.00 0.00
H 2.4594 -0.1084 -1.4963 0.00 0.01 0.01
C 1.5488 3.6432 -1.2689 0.07 -0.01 0.01
C 1.0236 2.4606 -2.0211 0.11 -0.07 -0.15
C 1.1198 2.1836 -3.3633 0.03 0.13 0.02
C 0.4621 0.9434 -3.5761 -0.04 -0.10 0.01
C 0.0038 0.5184 -2.3516 0.05 -0.03 -0.09
C -0.7325 -0.7323 -2.0120 -0.07 -0.03 -0.07
N 0.3477 1.4367 -1.3902 -0.25 0.29 0.07
H 2.4022 4.0770 -1.7915 -0.02 -0.01 -0.02
H 1.8974 3.3715 -0.2656 -0.01 0.01 0.00
H 0.8007 4.4289 -1.1452 -0.02 0.00 0.00
H 1.6009 2.8056 -4.1033 0.00 -0.01 0.00
H 0.3352 0.4194 -4.5117 0.00 0.01 0.00
H -0.8198 -1.3673 -2.8948 -0.02 0.02 0.02
H -1.7438 -0.5383 -1.6417 0.03 0.02 0.00
H -0.2156 -1.3095 -1.2438 0.03 -0.07 0.07
C -3.6289 -5.1659 -1.3052 0.00 0.01 -0.02
C -2.9384 -4.0944 -0.5067 0.02 0.04 0.03
C -3.5719 -2.8935 -0.2132 0.00 -0.02 0.00
C -2.9418 -1.8924 0.5169 -0.11 0.08 -0.02
C -3.6550 -0.5939 0.7826 0.04 0.04 -0.03
C -1.6392 -2.1095 0.9654 0.05 0.03 0.13
Te -0.6911 -0.5936 2.1059 0.06 0.20 -0.25
C -0.9741 -3.3020 0.6861 0.10 -0.07 -0.04
C 0.4399 -3.5776 1.1299 0.02 0.02 0.00
C -1.6395 -4.2765 -0.0502 -0.03 0.02 -0.03
H -4.6192 -4.8432 -1.6245 0.00 0.00 0.01
H -3.7445 -6.0798 -0.7201 0.00 0.00 0.01
H -3.0533 -5.4193 -2.1971 0.00 0.00 0.01
H -4.5824 -2.7241 -0.5695 0.00 0.00 0.00
H -4.6392 -0.5854 0.3168 -0.01 -0.01 -0.01
H -3.0864 0.2534 0.3811 -0.05 -0.07 0.02
H -3.7892 -0.4197 1.8541 0.01 -0.02 -0.01
H 0.9811 -2.6688 1.4018 -0.02 -0.03 -0.03
H 1.0023 -4.0622 0.3310 -0.01 -0.02 0.01
H 0.4554 -4.2419 1.9968 -0.01 0.02 0.01
H -1.1190 -5.2010 -0.2808 0.00 0.00 0.00
Cl -1.2736 3.7177 0.8016 -0.05 0.06 0.17
C -2.8785 3.9540 0.0816 0.02 -0.04 -0.06
Cl -3.1791 2.8233 -1.2336 -0.01 -0.04 -0.05
H -2.9154 4.9625 -0.3117 -0.01 0.00 0.00
H -3.6176 3.7989 0.8575 -0.01 0.00 0.00
```
Positions in Å, forces in eV/Å.

## Properties
HOMO (spin up / spin down)	-0.2516 / -0.2509	Ha
largest force on an atom	0.5	eV/A
Kohn-Sham gap (spin up / spin down)	7.15 / 4.75	eV
M	641.9	g mol⁻¹
2S+1	6
relative energy (zero: lowest compared OMol25 entry of this formula, charge and spin)	0.00	kJ/mol
energy	-3928.6270	a.u.